(1)
The following is a DFT calculation (wB97M-V/def2-TZVPD) of a structure of composition C17H11MnN4O2 in a non-equilibrium geometry.

```
35
Properties=species:S:1:pos:R:3:forces:R:3:lowdin_charge:R:1
Mn 1.33808 0.15311 -0.39706 -1.428 -0.171 0.427 1.07
O -5.18492 0.53984 1.25157 0.026 -0.364 0.087 0.00
O -4.79418 -1.67755 1.71628 -0.098 0.356 -0.065 0.00
N 0.73987 1.99973 -0.71082 -0.098 0.149 -0.022 -0.05
N 4.30203 0.48847 -1.28307 0.849 0.096 -0.256 0.25
N -0.42549 -0.04836 0.12664 0.042 0.012 0.000 -0.04
N 1.40153 -1.75497 0.07607 -0.040 -0.166 0.043 -0.04
C 3.21313 0.36506 -0.95752 0.835 0.098 -0.242 -0.08
C -4.55141 -0.51895 1.35370 0.451 0.053 -0.135 -0.67
C -0.58866 2.20894 -0.40892 0.135 -0.240 0.028 -0.18
C 2.39037 -3.90715 0.36298 0.044 -0.160 0.030 -0.03
C -1.16734 3.46096 -0.57578 -0.110 0.257 -0.035 0.03
C -0.85939 -1.28051 0.55969 0.265 0.061 -0.091 -0.18
C 1.16314 -4.41572 0.82229 -0.041 -0.064 0.028 -0.01
C -2.16575 -1.43380 0.94927 -0.133 -0.162 0.076 0.09
C 2.47391 -2.59921 0.00513 -0.158 0.189 -0.004 -0.11
C 0.07403 -3.58477 0.90090 -0.007 -0.279 0.074 0.03
C -2.57617 0.89357 0.46158 -0.180 0.122 0.015 0.09
C 1.47866 3.04992 -1.17886 -0.090 -0.209 0.080 -0.11
C -0.40802 4.50216 -1.04677 -0.061 0.059 0.001 -0.01
C -1.26819 1.03849 0.07372 0.275 0.004 -0.078 -0.18
C 0.94665 4.28771 -1.35457 -0.011 0.158 -0.036 -0.03
C 0.19764 -2.25282 0.52615 0.053 0.261 -0.078 -0.18
C -3.03935 -0.34644 0.90413 -0.309 -0.031 0.091 -0.03
H 1.07669 -5.45509 1.11205 0.011 0.048 -0.015 0.13
H 3.26828 -4.53335 0.28840 -0.045 0.000 0.012 0.12
H -2.56209 -2.38286 1.29932 -0.073 0.125 -0.012 0.13
H -2.21221 3.59521 -0.33053 0.031 -0.006 -0.006 0.13
H -0.85015 5.48132 -1.18005 0.029 -0.048 0.004 0.13
H -3.28512 1.71650 0.44036 -0.027 -0.135 0.042 0.13
H 1.57362 5.08529 -1.72753 -0.042 -0.010 0.013 0.12
H -0.88327 -3.94695 1.25016 0.023 0.011 -0.009 0.13
H 5.26321 0.59769 -1.57052 -0.122 -0.014 0.036 0.15
H 2.51626 2.85814 -1.40754 0.012 -0.048 0.009 0.10
H 3.40462 -2.18360 -0.35088 -0.006 0.051 -0.011 0.10
```
Positions in Å, forces in eV/Å.

Expectation value of S²: 8.83
DFT total energy (Ha): -2174.6143
Frontier orbital gap (spin up / spin down) (eV): 4.2 / 4.4
Charge: +1
Multiplicity: 6



(2)
The following is a DFT calculation (wB97M-V/def2-TZVPD) of a structure of composition C17H12ClCoIN2OSe4 in a non-equilibrium geometry.

```
39
Properties=species:S:1:pos:R:3:forces:R:3:lowdin_charge:R:1
I 0.80646 5.70115 1.22448 0.054 -0.036 -0.150 -0.51
Se 3.46278 -0.50631 2.45886 0.044 -0.162 0.100 -0.08
Se 5.06775 1.18524 2.06743 0.071 0.037 -0.026 -0.06
Se 4.36446 2.31269 0.29221 0.081 -0.018 -0.033 0.08
Se 1.48234 0.64984 2.48262 -0.156 0.198 -0.127 0.14
Co 0.73784 0.61550 0.09500 0.598 -0.419 0.846 0.40
Cl -5.85794 3.19079 -1.15698 0.171 -0.029 0.027 0.62
O -0.23564 2.23440 0.29675 -0.032 0.573 -0.269 -0.23
N 1.68804 -1.03907 -0.39807 -0.550 -0.266 -0.211 0.00
N -0.84625 -0.52221 0.18515 -0.447 0.162 -0.252 -0.04
C 0.89439 -2.10739 -0.04772 0.001 0.351 -0.078 -0.14
C -1.93004 3.66187 -0.54864 -0.139 0.186 -0.008 -0.02
C 1.39013 -3.41702 -0.05967 -0.061 -0.215 0.041 -0.16
C -0.75720 -4.21121 0.67179 -0.322 0.259 0.035 -0.09
C -2.12104 -0.07164 0.13846 0.441 0.075 0.079 -0.06
C -4.17228 2.87958 -0.78473 -0.040 0.001 0.006 -0.66
C 2.92028 -1.23392 -0.78714 0.326 -0.223 -0.007 -0.16
C -1.56902 2.39399 -0.17017 0.622 -0.298 0.065 -0.18
C -3.25611 3.92157 -0.87236 -0.027 0.098 -0.031 -0.10
C -0.48227 -1.82841 0.29174 0.153 0.112 -0.149 -0.24
C -3.79853 1.60810 -0.41850 -0.150 0.006 -0.034 -0.08
C 0.87716 2.45143 -0.53155 -0.979 0.352 0.218 -0.15
C 3.48149 -2.52236 -0.85482 0.153 0.306 -0.077 -0.06
C -2.45458 1.29899 -0.11249 -0.037 -0.383 0.002 -0.14
C 2.72752 -3.59145 -0.48186 -0.067 -0.288 0.051 -0.01
C 0.53358 -4.48843 0.32289 0.279 0.128 -0.105 -0.06
C -1.28234 -2.89927 0.65272 0.044 -0.442 0.052 -0.02
H 4.50753 -2.63472 -1.17811 -0.031 -0.002 0.005 0.11
H -2.30851 -2.72716 0.94633 -0.002 -0.042 -0.002 0.10
H 0.91608 -5.50238 0.33245 -0.003 0.061 -0.002 0.10
H 0.60956 2.68009 -1.55841 0.013 -0.032 -0.085 0.10
H 1.60761 3.08460 -0.03774 0.053 -0.125 0.049 -0.05
H 3.14229 -4.59439 -0.51037 -0.033 0.050 0.018 0.12
H 3.49371 -0.35080 -1.03561 0.056 0.018 0.014 0.08
H -3.57239 4.91856 -1.14703 0.009 -0.055 0.012 0.10
H -4.53816 0.81663 -0.38686 0.035 0.052 -0.005 0.11
H -1.18393 4.45379 -0.51174 -0.057 -0.042 0.036 0.02
H -2.93738 -0.78471 0.16286 -0.049 0.015 -0.013 0.10
H -1.40740 -5.02599 0.96883 -0.022 0.041 0.011 0.10
```
Positions in Å, forces in eV/Å.

Expectation value of S²: 6.29
DFT total energy (Ha): -12586.2172
Frontier orbital gap (spin up / spin down) (eV): 5.2 / 4.7
Charge: -1
Multiplicity: 5



(3)
The following is a DFT calculation (wB97M-V/def2-TZVPD) of a structure of composition C17H12CrN3O6S2.

```
41
Properties=species:S:1:pos:R:3:forces:R:3:lowdin_charge:R:1
Cr -0.66284 1.15049 0.40389 0.217 0.028 -0.003 0.93
S 0.09614 -3.89671 -0.15264 -0.017 0.055 -0.020 0.93
S -2.52311 -2.47590 -0.19758 -0.031 0.193 0.090 0.96
O -4.48812 0.13008 1.58140 0.019 -0.014 0.075 0.03
O 1.20451 0.59347 0.87798 -0.039 -0.329 -0.071 -0.13
O -2.24585 0.12395 1.31682 0.065 -0.060 0.098 -0.15
O 0.18402 2.77136 -0.51494 -0.039 0.156 -0.078 -0.10
O 3.47747 -2.63762 -0.41550 0.308 0.079 0.042 0.03
O -0.23539 4.85118 -1.29337 0.077 0.049 -0.030 0.04
N 1.22328 -1.35049 -0.36901 -0.533 0.071 0.205 -0.01
N -0.17712 -1.23925 -0.34129 0.571 0.360 0.019 -0.08
N -2.24115 2.37215 0.12214 -0.247 -0.012 0.013 0.04
C -3.42509 0.61466 1.22395 -0.013 0.154 -0.225 -0.62
C -4.53582 2.81748 0.37983 -0.027 0.005 0.007 0.01
C -0.55366 3.78318 -0.79699 -0.143 -0.172 0.010 -0.59
C -1.40584 -4.90086 -0.02288 -0.049 -0.025 -0.027 -0.55
C 3.93630 0.86921 0.52705 0.073 -0.021 0.059 -0.02
C 3.28639 -0.32694 0.23530 -0.090 0.109 -0.055 -0.07
C 5.31849 0.95639 0.51662 -0.040 -0.044 -0.007 -0.10
C 6.06586 -0.18086 0.22335 -0.028 -0.009 -0.017 -0.11
C 5.43920 -1.37755 -0.07641 0.014 0.023 0.024 -0.03
C -2.50899 -4.18157 -0.77914 -0.007 -0.077 -0.022 -0.55
C -2.02434 3.55526 -0.43451 0.123 0.101 -0.124 -0.15
C -0.76836 -2.34826 -0.23775 -0.262 -0.335 -0.146 -0.88
C -3.43937 1.99248 0.54415 -0.073 -0.181 0.154 -0.15
C 4.04659 -1.45655 -0.09189 -0.094 -0.287 -0.072 -0.27
C -3.06536 4.44343 -0.62583 -0.034 0.029 0.011 0.01
C -4.33786 4.05661 -0.21934 0.001 0.010 -0.013 -0.04
C 1.79592 -0.34935 0.25632 0.313 0.171 0.168 -0.43
H 7.14885 -0.13236 0.21925 -0.010 -0.001 0.000 0.09
H -1.67752 -5.02116 1.02555 -0.001 -0.006 0.006 0.07
H 6.00549 -2.26926 -0.31381 -0.003 0.009 -0.006 0.11
H -3.49368 -4.59978 -0.56736 0.031 -0.049 0.001 0.07
H 5.80786 1.89754 0.73056 0.003 -0.008 0.014 0.09
H -5.50079 2.47592 0.72672 -0.010 0.022 -0.013 0.12
H -5.17728 4.72607 -0.36487 0.008 0.000 0.015 0.10
H 2.50028 -2.47498 -0.46981 0.004 0.043 -0.064 0.03
H -2.85376 5.40290 -1.07652 -0.029 -0.007 -0.008 0.12
H -1.18812 -5.87894 -0.45340 -0.004 0.003 0.000 0.07
H 3.31988 1.72785 0.75793 0.001 0.005 -0.004 0.12
H -2.32711 -4.21322 -1.85398 -0.005 -0.037 -0.008 0.07
```
Positions in Å, forces in eV/Å.

ΔE to the lowest compared entry with this formula, charge and spin (kcal per mole): 8.1
Expectation value of S²: 6.01
DFT total energy (Ha): -3111.8189
Frontier orbital gap (spin up / spin down) (eV): 7.6 / 7.8
Charge: -1
Multiplicity: 5



(4)
The following is a DFT calculation (wB97M-V/def2-TZVPD) of a structure of composition C17H12F2HgN3OSe3Te.

```
40
Properties=species:S:1:pos:R:3:forces:R:3:lowdin_charge:R:1
Hg 0.11797 0.28070 0.32495 0.560 -0.049 0.259 0.66
Te 1.56818 1.32671 3.65090 0.066 0.078 0.095 0.05
Se 0.84101 -1.92022 1.73011 -0.148 0.397 -0.435 -0.19
Se -0.05102 2.54388 2.19318 0.081 -0.491 -0.234 -0.40
Se 0.51729 -0.94317 3.82568 -0.118 0.026 0.325 -0.39
F -4.40058 1.85546 -2.46981 -0.075 -0.013 -0.008 0.02
F -0.34639 3.15060 -4.31991 0.118 0.113 -0.151 0.04
O 6.32887 -1.67150 -2.40682 -0.020 -0.098 -0.083 -0.08
N 2.56273 0.49788 -0.39736 -0.048 -0.222 -0.091 -0.06
N -2.37418 -0.41047 0.51104 -0.525 0.174 -0.255 0.05
N 4.55780 -2.94637 -1.75073 -0.201 -0.192 -0.251 0.10
C -2.92746 -1.11427 1.48278 0.117 -0.178 0.199 -0.14
C -2.39813 1.09781 -1.35653 0.491 0.241 -0.378 -0.14
C -3.03816 1.80614 -2.37305 0.137 -0.111 0.093 -0.22
C 3.20238 -0.56329 -0.83216 -0.157 0.171 0.087 -0.15
C 4.48544 -0.53874 -1.43333 0.310 -0.346 -0.214 -0.18
C -0.97586 1.12635 -1.36525 -0.451 -0.094 0.213 -0.19
C -4.29217 -1.15009 1.71645 -0.167 0.162 -0.176 -0.07
C -0.30030 1.81195 -2.36647 0.230 0.057 -0.113 -0.07
C -2.37802 2.49840 -3.36523 -0.093 0.132 -0.161 0.03
C -3.12601 0.33348 -0.31240 -0.171 -0.393 0.466 -0.21
C 4.40856 1.86334 -1.11011 -0.067 -0.170 0.016 -0.13
C -1.00099 2.48241 -3.34660 -0.163 -0.217 0.297 -0.29
C 3.14957 1.72121 -0.51444 0.050 0.386 -0.048 -0.22
C -4.51782 0.33802 -0.14693 -0.107 0.177 -0.139 -0.02
C 5.08245 0.76133 -1.57646 0.063 0.186 -0.027 -0.07
C 5.19265 -1.70174 -1.88854 -0.102 0.440 0.321 -0.56
C -5.09545 -0.40136 0.86796 0.134 -0.153 0.189 -0.09
H -2.93634 3.03269 -4.12131 0.022 -0.020 -0.007 0.12
H 5.19259 -3.72183 -1.82557 0.112 0.009 0.063 0.07
H -6.17122 -0.38733 1.00077 -0.004 0.018 -0.024 0.09
H 2.59590 2.56583 -0.12074 -0.009 -0.066 0.021 0.07
H 6.05303 0.83637 -2.04842 -0.004 -0.003 0.020 0.08
H -2.23324 -1.67897 2.10033 0.038 0.052 -0.031 0.06
H 3.85424 -3.04557 -1.04002 0.035 0.014 0.114 0.05
H 2.66995 -1.49969 -0.68325 -0.011 0.007 -0.028 0.05
H -5.15154 0.92008 -0.79482 0.049 -0.003 0.026 0.09
H -4.70788 -1.72983 2.52918 0.042 -0.025 0.013 0.09
H 4.84258 2.85431 -1.19729 0.002 0.000 0.000 0.08
H 0.78482 1.83795 -2.38552 -0.016 0.005 0.037 0.10
```
Positions in Å, forces in eV/Å.

Expectation value of S²: 0.77
DFT total energy (Ha): -8720.0987
Frontier orbital gap (spin up / spin down) (eV): 3.4 / 5.8
Charge: -2
Multiplicity: 2



(5)
The following is a DFT calculation (wB97M-V/def2-TZVPD) of the ion C17H12N2O7S3 with charge -2 in a non-equilibrium geometry.

```
41
Properties=species:S:1:pos:R:3:forces:R:3:lowdin_charge:R:1
S -6.30329 1.64803 -0.78206 -1.727 3.594 -1.084 0.46
S 2.02242 -2.30242 1.79883 0.632 -3.318 1.829 0.40
S -8.57461 -3.36246 0.16619 -0.692 -0.212 -0.048 0.60
O -7.14039 1.42005 -1.99183 1.660 -1.002 1.087 -0.40
O 1.55713 -3.38020 0.94143 -0.149 0.628 -1.817 -0.38
O 6.60425 0.06096 0.85489 -0.266 0.171 0.204 0.06
O -7.18311 1.81970 0.38685 1.148 -1.539 -0.062 -0.39
O 3.31457 -2.68471 2.38176 0.275 1.459 -0.616 -0.39
O -5.46345 2.86065 -0.92952 0.176 -1.472 -0.076 -0.41
O 1.02685 -2.13420 2.84627 -0.255 2.027 -0.167 -0.37
N -6.77072 -1.31285 -0.20162 -0.330 -0.498 0.079 0.13
N 5.17569 1.47880 -0.23776 1.826 0.901 -0.057 0.10
C -3.07720 -1.65069 0.01246 -0.169 0.626 0.087 -0.03
C -7.59698 -2.14624 -0.07626 1.253 0.286 0.158 -0.76
C -4.40710 -1.97465 0.05381 -0.971 0.893 -0.345 0.00
C -2.67319 -0.35078 -0.31546 -0.669 0.137 0.016 -0.22
C 6.42206 1.09834 0.24791 -0.504 -1.252 -0.171 -0.51
C -1.28723 0.08401 -0.33216 2.754 -1.097 0.455 -0.04
C -5.41773 -0.98700 -0.22685 0.992 -0.399 0.019 -0.22
C -0.18221 -0.59806 0.17393 -1.240 1.174 -0.800 0.01
C 7.63012 1.95606 -0.07899 -0.641 0.442 -0.808 -0.02
C 2.86943 1.44554 -0.85211 0.676 -0.208 0.474 -0.05
C 3.63068 -0.26380 0.68821 -0.265 -0.397 0.048 0.02
C 2.31542 -0.80203 0.76847 -0.480 1.445 -0.513 -0.16
C -3.66095 0.59207 -0.62536 -0.300 0.326 -0.043 0.00
C -5.03935 0.31166 -0.55350 -0.053 -0.057 0.166 -0.16
C 1.24808 -0.13051 0.08035 -0.054 -0.267 -0.238 -0.17
C 3.91853 0.87749 -0.10247 -1.325 -1.330 0.322 -0.22
C 1.58513 0.96996 -0.76596 -0.345 -0.709 0.976 -0.04
H 8.52355 1.40858 0.21398 -0.156 -0.031 -0.174 0.08
H 7.58261 2.87013 0.50315 0.045 0.322 -0.017 0.07
H 0.80791 1.50168 -1.30634 0.060 -0.254 -0.006 0.10
H -4.63036 -2.99455 0.30007 -0.617 -0.237 0.076 0.10
H 5.20070 2.31499 -0.81849 -0.203 -0.385 0.318 0.13
H -2.35156 -2.39312 0.27460 0.315 -0.312 0.007 0.11
H 7.63554 2.20810 -1.16538 0.182 -0.074 0.744 0.09
H -1.14383 1.02503 -0.86613 0.091 -0.084 0.299 0.09
H -0.32142 -1.54980 0.69232 0.018 0.313 -0.095 0.08
H -3.34104 1.59787 -0.91512 -0.367 -0.273 0.206 0.11
H 4.39323 -0.81614 1.25099 -0.245 0.480 -0.310 0.10
H 3.10181 2.28450 -1.49313 -0.079 0.182 -0.123 0.10
```
Positions in Å, forces in eV/Å.

DFT total energy (Ha): -2485.8691
Frontier orbital gap (eV): 6.8
Charge: -2
Multiplicity: 1



(6)
The following is a DFT calculation (wB97M-V/def2-TZVPD) of an isolated molecule of C17H12N4O in a non-equilibrium geometry.

```
34
Properties=species:S:1:pos:R:3:forces:R:3:lowdin_charge:R:1
O 1.80055 -2.29193 1.69104 0.247 -4.748 4.112 0.11
N -1.46887 0.29210 0.13710 -0.562 -0.806 1.524 0.22
N 0.61931 0.44525 -0.85697 3.892 0.199 -0.886 0.19
N 0.18362 -0.97294 0.91853 -1.799 -2.757 1.877 0.11
N -1.00727 -1.34963 1.77706 1.220 2.868 -2.672 0.22
C -5.62139 -0.36650 0.92642 0.216 0.622 0.061 -0.05
C -6.01646 -0.31462 2.30271 2.372 -0.309 -2.536 -0.06
C -3.62640 -0.48783 2.89627 -1.085 0.548 -1.109 -0.04
C -1.88687 -0.47436 1.09964 -1.797 0.498 0.974 -0.27
C 2.01359 -0.04735 -0.83307 -0.346 1.866 -0.330 -0.11
C 4.46789 0.48923 -1.25957 0.037 -0.910 -0.959 -0.06
C 2.37379 -1.05166 -0.01072 -1.734 0.729 -2.374 0.03
C 1.37473 -1.61586 0.83988 1.819 2.578 -0.164 -0.49
C 5.16978 1.71351 -3.19243 -1.614 1.106 -2.865 -0.11
C 2.80520 1.51475 -2.72313 -0.183 -0.155 -1.202 -0.04
C -4.98219 -0.38008 3.18654 0.033 0.026 3.169 -0.11
C 3.81336 2.02961 -3.59868 0.335 -0.398 1.743 -0.05
C -3.29165 -0.39765 1.57386 0.217 -0.447 -2.626 -0.17
C 5.44658 0.87973 -2.13496 1.949 1.356 -0.665 -0.12
C -4.26566 -0.29442 0.51513 -1.030 0.186 2.549 0.00
C -0.14464 -0.03130 0.04048 -0.501 0.536 -1.906 -0.43
C 3.14608 0.67299 -1.63857 -2.391 0.270 0.637 -0.15
H 6.53989 0.67804 -2.06856 -1.050 -0.159 0.747 0.12
H -5.17562 -0.32278 4.27055 -0.280 0.068 -0.543 0.11
H -3.94657 0.05693 -0.46555 -0.147 -0.797 0.055 0.11
H 5.98438 2.09815 -3.85327 -0.645 -0.497 0.733 0.11
H 3.55470 2.66302 -4.50612 0.494 -0.931 1.430 0.11
H -6.43118 -0.36643 0.20451 0.240 0.238 -0.233 0.10
H -1.35792 -2.30924 1.93197 1.071 0.405 -0.566 0.17
H 1.70542 1.65922 -2.92924 1.400 -0.120 0.209 0.12
H -2.88537 -0.35843 3.64721 0.443 -0.448 0.591 0.11
H 4.81533 -0.10736 -0.45055 -0.377 -0.370 0.768 0.10
H 3.30413 -1.56872 -0.00824 0.493 0.018 0.119 0.12
H -7.01029 -0.08344 2.57075 -0.936 -0.263 0.336 0.09
```
Positions in Å, forces in eV/Å.

ΔE to the lowest compared entry with this formula, charge and spin (kcal per mole): 56.5
SMILES string: O=c1cc(-c2ccccc2)nc2nc(-c3ccccc3)[nH]n12
DFT total energy (Ha): -949.1929
Frontier orbital gap (eV): 8.5
Charge: 0
Multiplicity: 1